38
Properties=species:S:1:pos:R:3:forces:R:3 method="wB97M-V/def2-TZVPD" e_lumo_ev=0.3847 energy_ev=-46967.155 smiles="CCn1c(SCC(=O)Nc2nccs2)nnc1-c1ccccc1" relative_energy_kj_mol=0.0
C 0.123 0.016 1.902 -0.024 -0.114 -0.110
C 0.190 -1.161 0.932 -0.256 0.026 0.663
N 0.944 -0.808 -0.243 0.440 0.162 -0.733
C 0.433 -0.578 -1.490 -0.285 -0.194 0.077
S -1.219 -0.920 -1.947 -0.106 0.032 -0.394
C -1.669 0.783 -2.468 0.286 -0.218 0.043
C -1.938 1.496 -1.179 0.113 0.055 -0.132
O -1.088 2.051 -0.520 0.117 0.133 -0.068
N -3.221 1.420 -0.673 0.002 0.433 0.652
C -4.354 0.856 -1.186 -1.084 -0.174 0.385
N -4.512 0.334 -2.350 0.847 0.156 -0.185
C -5.771 -0.135 -2.526 -0.767 -0.109 0.366
C -6.612 0.028 -1.477 0.095 0.011 -0.063
S -5.800 0.813 -0.173 0.488 -0.085 -0.538
N 1.341 -0.079 -2.282 -0.850 -0.122 -0.576
N 2.461 0.052 -1.573 1.052 0.192 0.527
C 2.242 -0.383 -0.355 -0.348 -0.090 -0.227
C 3.256 -0.395 0.688 0.289 -0.022 0.294
C 4.113 0.699 0.790 -0.123 -0.081 -0.007
C 5.099 0.721 1.758 0.071 0.018 0.022
C 5.245 -0.347 2.628 0.042 -0.009 0.034
C 4.411 -1.447 2.516 0.018 -0.054 0.109
C 3.422 -1.476 1.550 -0.039 0.081 -0.088
H 1.110 0.241 2.298 0.042 0.025 0.075
H -0.540 -0.226 2.728 -0.045 -0.019 0.134
H -0.252 0.899 1.389 -0.037 0.023 -0.006
H 0.638 -2.032 1.414 -0.100 0.046 -0.105
H -0.814 -1.434 0.594 0.219 0.000 0.077
H -0.806 1.197 -2.986 -0.091 0.071 0.098
H -2.548 0.699 -3.101 0.182 0.011 0.028
H -3.321 1.848 0.241 0.192 -0.056 -0.204
H -6.018 -0.595 -3.465 -0.151 -0.102 -0.132
H -7.639 -0.257 -1.384 -0.234 -0.077 -0.039
H 3.989 1.520 0.101 -0.017 0.091 -0.063
H 5.756 1.574 1.834 0.048 0.074 0.004
H 6.014 -0.328 3.385 0.062 0.005 0.058
H 4.535 -2.290 3.179 0.019 -0.062 0.045
H 2.800 -2.353 1.451 -0.065 -0.057 -0.020



40
Properties=species:S:1:pos:R:3:forces:R:3 method="wB97M-V/def2-TZVPD" e_lumo_ev=-4.1543 energy_ev=-33005.067 total_charge=+1 relative_energy_kj_mol=149.2
Pt 0.750 0.100 -0.464 0.591 -1.563 0.660
C -1.872 -2.165 1.930 0.030 0.073 0.092
C -0.714 -1.597 1.189 -0.150 0.222 -0.092
N -0.833 -0.673 0.283 -0.934 -0.523 -0.561
N -2.031 -0.147 -0.077 0.012 0.217 -0.122
C -1.866 0.669 -1.115 0.112 -0.478 0.125
O -0.718 0.853 -1.684 0.232 1.224 0.501
C -3.042 1.340 -1.685 -0.024 -0.065 0.009
C -2.882 2.192 -2.775 0.002 -0.006 0.008
C -3.985 2.829 -3.317 -0.004 0.005 -0.011
C -5.245 2.619 -2.772 0.005 0.002 -0.004
C -5.406 1.770 -1.685 0.003 -0.002 -0.002
C -4.309 1.129 -1.140 -0.019 0.008 -0.002
C 0.652 -2.091 1.350 0.010 -0.179 -0.209
C 1.042 -3.026 2.293 0.008 -0.052 -0.153
C 2.353 -3.482 2.278 0.039 0.025 -0.029
C 3.232 -3.011 1.314 -0.075 -0.106 -0.028
C 2.785 -2.063 0.411 -0.003 -0.054 -0.017
N 1.534 -1.610 0.438 0.330 0.905 0.809
H -2.795 -1.721 1.574 -0.008 0.006 -0.015
H -1.776 -1.970 3.000 -0.001 -0.014 0.001
H -1.911 -3.246 1.785 -0.005 -0.006 0.004
H -1.895 2.344 -3.189 0.003 0.007 0.001
H -3.863 3.490 -4.164 -0.003 0.003 -0.004
H -6.105 3.119 -3.197 -0.003 0.005 -0.004
H -6.389 1.609 -1.264 -0.004 0.000 0.003
H -4.422 0.466 -0.294 0.006 0.004 -0.002
H 0.330 -3.398 3.015 -0.012 0.014 0.011
H 2.680 -4.211 3.006 0.010 -0.001 0.010
H 4.251 -3.365 1.259 0.005 -0.007 -0.002
H 3.429 -1.653 -0.356 0.015 0.071 0.067
N 6.029 1.555 0.004 0.065 0.008 -0.026
N 4.678 1.545 0.271 -0.178 -0.055 -0.024
N 4.180 2.044 1.375 0.032 0.022 0.074
C 2.900 1.729 1.257 -0.168 0.032 -0.027
N 2.669 1.068 0.118 -0.029 0.241 -1.047
N 3.830 0.951 -0.506 0.077 0.023 -0.010
H 6.436 2.308 0.548 0.010 -0.017 -0.009
H 6.154 1.715 -0.991 0.024 0.005 0.006
H 2.144 1.986 1.977 0.000 0.006 0.018



35
Properties=species:S:1:pos:R:3:forces:R:3 method="wB97M-V/def2-TZVPD" e_lumo_ev=0.6462 energy_ev=-34263.456 smiles="CS(=O)(=O)c1cnc2c(c1)CC[C@H](c1ccccc1)O2" relative_energy_kj_mol=369.3
C 2.570 -0.760 5.495 1.751 0.782 0.793
S 1.233 -1.565 4.702 -5.325 0.688 0.705
O 1.497 -2.973 4.540 0.660 0.460 -0.302
O -0.057 -1.228 5.437 3.585 -0.533 -1.494
C 0.952 -0.765 3.075 -0.028 -2.104 -1.065
C 0.794 0.579 2.957 -0.122 -0.738 2.235
N 0.352 1.136 1.890 -0.726 1.728 -1.961
C -0.046 0.424 0.874 0.160 -0.710 -0.255
C -0.072 -0.986 0.853 0.586 0.187 -0.308
C 0.525 -1.544 1.921 0.927 -0.034 3.807
C -0.525 -1.805 -0.316 -1.640 -2.407 0.808
C -0.503 -0.919 -1.533 -0.232 -0.776 -1.453
C -1.189 0.491 -1.228 2.587 -1.490 -1.915
C -1.114 1.190 -2.626 1.841 0.266 3.311
C -0.121 2.068 -2.965 0.892 2.185 -0.648
C -0.122 2.593 -4.293 0.217 -1.008 2.894
C -0.977 2.189 -5.228 -2.147 -1.169 -3.494
C -1.967 1.233 -4.880 1.743 0.012 -0.136
C -1.916 0.733 -3.610 -3.671 -2.717 -0.318
O -0.372 1.153 -0.180 -2.203 0.380 -2.548
H 3.211 -0.224 4.779 0.071 -0.900 -0.138
H 2.327 0.067 6.160 -1.030 -0.202 0.033
H 3.128 -1.477 6.148 -0.408 0.288 -0.986
H 0.797 1.212 3.812 0.708 0.522 0.738
H 0.577 -2.603 2.080 0.107 -0.576 -0.367
H 0.046 -2.814 -0.397 -0.418 1.989 -0.050
H -1.586 -2.248 -0.074 1.510 1.165 -0.551
H 0.570 -0.829 -1.855 -0.893 0.591 0.335
H -0.985 -1.445 -2.438 0.408 0.968 1.459
H -2.237 0.294 -1.004 0.085 0.436 0.792
H 0.677 2.525 -2.309 -1.297 -0.986 -0.322
H 0.572 3.314 -4.501 1.865 1.632 -0.649
H -0.850 2.476 -6.335 -0.363 -0.115 1.949
H -2.566 0.681 -5.572 -0.363 0.321 -0.595
H -2.622 -0.172 -3.378 1.164 1.865 -0.306



39
Properties=species:S:1:pos:R:3:forces:R:3 method="wB97M-V/def2-TZVPD" e_lumo_ev=0.2198 energy_ev=-58573.465 smiles="NS(=O)(=O)c1ccc(CNC(=S)NCc2ccc(Cl)cc2)cc1"
N 0.033 -0.076 4.583 -0.401 0.148 -0.565
S -1.006 0.147 3.276 0.580 -0.246 0.777
O -1.992 -0.891 3.306 0.369 -0.248 -0.082
O -1.397 1.524 3.282 0.369 0.125 0.013
C 0.130 -0.153 1.938 -0.341 0.077 0.249
C 1.093 0.796 1.665 0.057 0.105 -0.039
C 2.031 0.540 0.681 -0.006 -0.149 0.043
C 2.005 -0.662 -0.020 -0.041 -0.038 0.174
C 3.017 -0.946 -1.110 -0.027 0.187 -0.024
N 2.398 -1.480 -2.305 0.161 -0.004 0.204
C 1.312 -0.946 -2.921 0.277 0.053 -0.189
S 0.505 -1.863 -4.034 -0.444 -0.536 -0.497
N 0.994 0.333 -2.637 0.469 -0.122 0.257
C -0.292 0.914 -2.966 -0.230 0.117 -0.044
C -1.213 0.858 -1.774 0.062 0.075 -0.039
C -1.974 -0.279 -1.530 -0.052 0.046 -0.040
C -2.817 -0.343 -0.436 -0.072 0.085 0.092
C -2.901 0.740 0.428 0.234 0.051 -0.283
Cl -3.987 0.695 1.756 -0.603 0.093 0.015
C -2.116 1.865 0.223 -0.132 -0.031 0.093
C -1.276 1.915 -0.874 -0.071 -0.106 -0.129
C 1.016 -1.599 0.264 0.140 0.136 0.057
C 0.077 -1.346 1.247 -0.067 -0.111 0.000
H -0.172 -0.927 5.079 -0.100 -0.237 0.014
H 0.030 0.718 5.203 -0.075 0.261 0.032
H 1.088 1.721 2.217 0.087 0.182 0.033
H 2.794 1.273 0.461 0.072 0.095 -0.037
H 3.577 -0.034 -1.350 0.010 -0.081 0.122
H 3.737 -1.688 -0.755 -0.007 0.102 -0.093
H 2.581 -2.437 -2.560 -0.082 0.139 -0.038
H 1.464 0.770 -1.857 -0.016 -0.039 -0.039
H -0.131 1.948 -3.282 -0.053 -0.081 -0.007
H -0.701 0.339 -3.799 0.090 0.187 0.081
H -1.915 -1.113 -2.213 0.018 -0.099 -0.087
H -3.423 -1.217 -0.259 -0.081 -0.093 0.043
H -2.172 2.688 0.917 -0.026 0.067 0.081
H -0.678 2.799 -1.045 0.062 0.122 -0.024
H 0.981 -2.526 -0.289 -0.047 -0.089 -0.097
H -0.698 -2.054 1.490 -0.085 -0.143 -0.029



39
Properties=species:S:1:pos:R:3:forces:R:3 method="wB97M-V/def2-TZVPD" e_lumo_ev=-1.0945 energy_ev=-49772.203 smiles="CN(CC(=O)NCc1ccccn1)S(=O)(=O)c1ccc(Cl)cc1" relative_energy_kj_mol=1293.8
C -0.706 -2.460 -1.696 -1.049 -0.913 -6.389
N -1.035 -1.860 -0.548 -5.659 1.425 3.418
C -2.593 -1.864 -0.314 1.685 5.317 -5.083
C -2.980 -0.255 -0.232 0.279 5.125 -4.248
O -3.449 0.487 -1.251 1.635 -4.091 4.809
N -2.470 0.430 0.904 -4.138 0.950 -4.485
C -2.559 1.913 1.130 3.884 -3.685 -10.909
C -1.137 2.537 0.589 -1.197 0.642 3.661
C -0.674 2.471 -0.823 -8.286 -4.955 2.200
C 0.518 2.674 -1.150 6.227 4.689 0.895
C 1.344 3.527 -0.186 0.276 -2.766 -7.956
C 0.752 3.729 0.870 -3.340 -0.252 13.113
N -0.469 3.079 1.635 1.216 0.177 -7.349
S -0.197 -2.326 0.770 -3.517 -14.585 -6.726
O -0.173 -3.877 0.761 1.217 4.133 -0.868
O -0.940 -1.975 1.790 -6.360 5.809 10.497
C 1.197 -1.766 0.583 7.512 7.864 0.071
C 2.231 -2.599 0.320 4.401 7.273 -2.360
C 3.537 -1.872 -0.186 -1.765 -1.616 1.980
C 3.650 -0.497 0.014 4.237 -4.937 -1.245
Cl 5.259 0.296 -0.124 -1.228 -0.616 -0.255
C 2.671 0.225 0.492 -7.402 -2.676 1.286
C 1.339 -0.117 0.730 3.818 -7.593 -1.623
H -1.015 -3.510 -2.011 0.332 0.723 1.501
H 0.326 -2.365 -1.567 2.204 -0.416 -1.984
H -1.211 -1.871 -2.600 1.731 -0.648 1.597
H -3.202 -2.225 -1.194 1.070 -0.137 1.288
H -2.893 -1.975 0.605 -1.326 -2.795 4.896
H -1.961 -0.199 1.343 3.207 -2.741 3.818
H -2.577 2.092 2.048 -1.075 1.946 7.732
H -3.278 2.093 0.344 -0.909 1.138 0.652
H -1.417 1.773 -1.401 1.373 1.818 0.471
H 0.897 2.756 -2.095 0.704 -1.010 -2.638
H 2.222 4.066 -0.466 0.602 -0.211 -0.172
H 1.267 4.023 1.784 0.441 1.487 -0.612
H 2.096 -3.566 0.169 -0.444 -4.305 -0.297
H 4.394 -2.509 -0.487 -0.746 0.670 0.149
H 2.787 1.150 0.528 1.503 8.251 0.659
H 0.447 0.368 0.923 -1.113 1.511 0.508



37
Properties=species:S:1:pos:R:3:forces:R:3 method="wB97M-V/def2-TZVPD" e_lumo_ev=0.3168 energy_ev=-46804.609 smiles="CCOc1nc(C)cc(C)c1S(=O)(=O)c1ccc(Cl)cc1" relative_energy_kj_mol=98.2
C -1.653 -4.630 -0.769 -0.030 0.492 0.022
C -2.405 -3.343 -0.484 -0.329 -0.496 0.126
O -1.512 -2.260 -0.732 0.089 -0.077 -0.026
C -1.991 -1.032 -0.584 -0.236 0.223 0.149
N -3.231 -0.888 -0.139 0.151 -0.370 -0.103
C -3.720 0.332 0.054 0.170 0.164 -0.022
C -5.130 0.415 0.544 -0.001 0.030 -0.003
C -2.959 1.468 -0.174 0.162 -0.114 -0.062
C -1.656 1.345 -0.651 -0.276 0.094 0.070
C -0.825 2.562 -0.883 -0.054 0.230 -0.103
C -1.166 0.064 -0.882 0.634 -0.370 -0.275
S 0.491 -0.164 -1.551 0.329 0.022 -0.010
O 0.767 -1.546 -1.811 -0.123 0.003 0.286
O 0.688 0.756 -2.644 -0.034 0.133 0.252
C 1.535 0.352 -0.174 -0.401 -0.105 -0.428
C 2.441 1.385 -0.322 -0.068 -0.012 -0.167
C 3.234 1.759 0.750 0.003 -0.093 0.112
C 3.100 1.086 1.956 -0.151 -0.045 -0.256
Cl 4.078 1.550 3.298 0.122 0.059 0.172
C 2.194 0.043 2.103 0.009 0.031 -0.040
C 1.408 -0.324 1.025 0.053 -0.024 0.062
H -1.284 -4.618 -1.790 0.034 -0.083 -0.118
H -2.312 -5.482 -0.630 -0.056 -0.081 0.017
H -0.801 -4.720 -0.102 0.094 -0.079 0.073
H -2.747 -3.297 0.557 -0.003 -0.010 -0.190
H -3.282 -3.240 -1.132 0.101 -0.003 0.134
H -5.158 0.884 1.526 -0.060 0.045 0.073
H -5.729 1.019 -0.135 -0.094 0.055 -0.012
H -5.553 -0.582 0.611 -0.041 -0.021 0.012
H -3.377 2.444 0.012 -0.021 0.124 -0.002
H -0.288 2.475 -1.823 -0.016 0.185 0.053
H -0.089 2.665 -0.084 0.055 0.046 0.039
H -1.449 3.452 -0.895 -0.018 0.041 0.050
H 2.514 1.880 -1.278 0.038 0.120 -0.083
H 3.948 2.562 0.655 0.055 0.056 0.008
H 2.112 -0.471 3.048 0.003 -0.032 0.076
H 0.704 -1.138 1.098 -0.092 -0.139 0.114